34
Properties=species:S:1:pos:R:3 method="wB97M-V/def2-TZVPD" multiplicity=6 s2=8.759 charge=+1 gap_ev="9.51 / 8.16"
Fe 0.487 -1.449 -0.431
F -2.285 2.033 -0.586
C -2.632 1.023 0.214
F -1.730 0.964 1.213
F -3.825 1.232 0.717
S -2.599 -0.547 -0.752
O -1.181 -0.614 -1.184
O -3.551 -0.380 -1.781
N -2.975 -1.656 0.270
S -2.060 -2.634 1.071
O -0.632 -2.214 0.994
O -2.323 -4.004 0.849
C -2.479 -2.271 2.832
F -3.747 -2.559 3.040
F -2.262 -0.981 3.083
F -1.702 -3.008 3.603
O 3.476 -2.749 -2.276
S 2.483 -2.205 -1.438
O 2.903 -1.427 -0.240
O 1.499 -1.210 -2.120
O 1.434 -3.152 -0.868
N 2.414 3.444 -1.380
C 2.125 2.593 -0.165
C 1.269 1.408 -0.593
N 1.100 0.421 0.480
H 3.006 4.244 -1.146
H 1.553 3.803 -1.798
H 2.898 2.896 -2.097
H 1.643 3.235 0.570
H 3.091 2.266 0.220
H 1.754 0.888 -1.423
H 0.283 1.733 -0.934
H 0.547 0.766 1.257
H 2.017 0.109 0.799


12
Properties=species:S:1:pos:R:3 method="wB97M-V/def2-TZVPD" charge=+1 gap_ev="8.34 / 7.78"
C 1.640 0.564 1.010
N 1.439 1.830 0.882
N -1.007 -0.920 -1.523
N 0.944 -0.449 0.438
N -1.049 -0.208 -0.445
O 2.560 -0.145 1.460
O -1.874 0.518 -0.067
H 0.588 2.165 0.517
H 2.049 2.592 1.493
H -0.189 -1.450 -1.630
H -1.730 -1.248 -2.188
H 0.664 -0.958 1.261


9
Properties=species:S:1:pos:R:3 method="wB97M-V/def2-TZVPD" gap_ev=8.88
C 1.720 0.521 -0.127
N 0.563 0.873 0.436
N -0.727 0.216 -0.037
S 3.160 0.869 0.548
S -0.908 -1.437 0.319
H 1.632 0.020 -1.083
H 0.582 1.220 1.387
H -1.470 0.767 0.380
H -0.739 -1.841 -0.949


16
Properties=species:S:1:pos:R:3 method="wB97M-V/def2-TZVPD" gap_ev=12.81
C -0.937 0.187 1.276
C -2.322 -0.304 0.865
H -0.076 -0.458 1.133
H -0.624 1.106 0.783
H -0.994 0.436 2.341
H -2.945 0.463 0.409
H -2.945 -0.811 1.595
H -2.192 -1.037 0.057
C 1.696 0.820 -0.929
C 1.560 -0.710 -1.205
H 2.731 1.134 -0.834
H 1.235 1.394 -1.734
H 1.141 1.049 -0.025
H 1.408 -1.212 -0.259
H 2.524 -0.990 -1.640
H 0.838 -0.976 -1.971


| no. | calculated total energy (Eh) |
| --- | --- |
| 1 | -3981.20640 |
| 2 | -410.14626 |
| 3 | -946.31928 |
| 4 | -159.56829 |